# 1
One molecule with the formula C4H6O2 at a distorted geometry, computed with the ωB97M-V functional and the def2-TZVPD basis.

Last column: Löwdin charge in e.
Positions of all 12 atoms, in Å:
O 0.483 1.370 -1.807  0.12
C 0.091 0.612 -0.963  -0.33
C -1.220 0.481 -0.176  -0.07
C -0.498 -0.590 0.681  -0.11
C 0.761 -0.578 -0.204  -0.29
O 1.871 -0.311 0.640  -0.03
H -1.576 1.384 0.336  0.12
H -2.041 0.137 -0.823  0.12
H -1.029 -1.509 0.937  0.11
H 0.057 -0.177 1.522  0.11
H 1.023 -1.450 -0.819  0.15
H 2.077 0.632 0.677  0.10

Computed properties:
Relative energy (zero: lowest compared OMol25 entry of this formula, charge and spin) (kJ/mol): 178.6
E_HOMO (eV): -9.801
Charge: 0
Lowest unoccupied orbital energy (Ha): 0.0250
Kohn-Sham gap (Ha): 0.3852


# 2
An isolated ion of composition C5H8N3O and charge +1 at a distorted geometry, computed with the ωB97M-V functional and the def2-TZVPD basis.

Last column: Löwdin charge in e.
Positions of all 17 atoms, in Å:
H -0.307 -2.898 -1.879  0.10
N -0.019 -2.125 -1.286  0.13
C -0.700 -1.842 -0.306  -0.18
C -0.349 -0.677 0.624  -0.14
C 0.719 -0.800 1.685  -0.24
O 1.727 -0.190 1.701  0.12
C 0.094 0.593 -0.280  -0.20
N 0.975 0.327 -1.243  0.25
N -0.518 1.764 -0.033  0.12
C -0.528 3.009 0.141  0.11
H -1.579 -2.403 0.051  0.14
H -1.344 -0.604 1.170  0.17
H 0.593 -1.734 2.333  0.16
H 1.043 -0.549 -1.683  0.08
H 1.428 1.063 -1.746  0.14
H -1.530 3.543 0.044  0.13
H 0.294 3.523 0.706  0.13

Computed properties:
Relative energy (zero: lowest compared OMol25 entry of this formula, charge and spin) (kJ/mol): 252.6
E_HOMO (eV): -14.052
Charge: +1
Lowest unoccupied orbital energy (Ha): -0.1685
Kohn-Sham gap (Ha): 0.3479


# 3
One molecule with the formula C2H5FN2O at a distorted geometry, computed with the ωB97M-V functional and the def2-TZVPD basis.

Last column: Löwdin charge in e.
Positions of all 11 atoms, in Å:
C -0.081 -0.586 -0.217  -0.08
C 0.416 0.844 0.257  -0.25
N 2.525 0.097 0.155  -0.01
N 3.892 0.436 -0.214  0.08
O 1.698 1.116 -0.250  -0.11
F 4.595 -0.695 0.196  -0.09
H 0.527 -1.377 0.348  0.08
H -1.091 -0.874 0.214  0.09
H 0.106 -0.591 -1.317  0.08
H 0.336 0.903 1.323  0.11
H -0.147 1.625 -0.166  0.10

Computed properties:
<S²>: 2.007
Relative energy (zero: lowest compared OMol25 entry of this formula, charge and spin) (kJ/mol): 316.4
E_HOMO (alpha / beta) (eV): -8.631 / -10.715
Charge: 0
Lowest unoccupied orbital energy (alpha / beta) (Ha): 0.0378 / -0.0883
Multiplicity: 3
Kohn-Sham gap (alpha / beta) (Ha): 0.3550 / 0.3055


# 4
A 2-piece molecular cluster, C15H31N5O3PS overall at a distorted geometry, computed with the ωB97M-V functional and the def2-TZVPD basis.

Last column: Löwdin charge in e.
Positions of all 56 atoms, in Å:
C 6.971 -2.048 2.406  -0.05
C 6.593 -0.544 2.191  -0.24
O 5.657 -0.136 3.196  -0.16
C 4.317 -0.340 2.792  -0.22
C 3.575 -0.799 4.051  -0.04
N 2.241 -1.360 3.804  0.01
N 1.768 -2.375 4.574  0.20
C 0.543 -2.648 4.159  -0.14
C -0.303 -3.732 4.828  -0.70
O -0.373 -3.647 6.072  -0.01
O -0.834 -4.594 4.132  0.01
N 0.199 -1.861 3.137  0.21
C 1.261 -1.068 2.959  -0.40
N 1.269 -0.095 2.016  -0.09
P -0.147 0.045 1.033  0.31
S -1.473 1.212 1.808  0.16
H 6.724 -2.596 1.492  0.07
H 6.378 -2.410 3.250  0.07
H 8.034 -2.108 2.647  0.08
H 6.264 -0.323 1.168  0.11
H 7.489 0.060 2.368  0.12
H 3.967 0.649 2.443  0.12
H 4.245 -1.061 1.965  0.14
H 4.175 -1.608 4.485  0.14
H 3.490 -0.018 4.814  0.15
H 2.280 -2.806 5.330  0.20
H 2.022 0.552 1.845  0.09
H -0.706 -1.236 0.839  0.00
H 0.314 0.527 -0.214  -0.03
C -5.424 2.874 -2.968  -0.09
C -4.647 2.161 -1.857  -0.21
C -3.143 2.071 -2.097  -0.11
N -2.655 0.809 -2.789  -0.26
C -2.523 -0.292 -1.789  0.01
C -3.494 0.359 -3.962  -0.09
C -3.087 1.290 -5.082  -0.14
C -1.573 1.412 -4.905  -0.13
C -1.298 1.094 -3.430  -0.08
H -5.603 2.233 -3.832  0.06
H -6.400 3.191 -2.602  0.08
H -4.895 3.765 -3.311  0.08
H -5.088 1.184 -1.646  0.11
H -4.782 2.755 -0.951  0.12
H -2.614 2.099 -1.143  0.11
H -2.795 2.923 -2.681  0.14
H -3.496 -0.471 -1.338  0.12
H -1.806 0.023 -1.033  0.02
H -2.169 -1.189 -2.291  0.11
H -3.199 -0.665 -4.195  0.14
H -4.548 0.365 -3.702  0.13
H -3.557 2.268 -4.972  0.11
H -3.364 0.905 -6.061  0.13
H -1.217 2.402 -5.182  0.12
H -1.051 0.697 -5.540  0.12
H -0.818 1.908 -2.892  0.13
H -0.691 0.195 -3.336  0.13

Computed properties:
Relative energy (zero: lowest compared OMol25 entry of this formula, charge and spin) (kJ/mol): 141.1
E_HOMO (eV): -9.942
Charge: +1
Lowest unoccupied orbital energy (Ha): -0.0990
Kohn-Sham gap (Ha): 0.2663


# 5
C21H20I2N4O6Sc as an isolated structure, computed with the ωB97M-V functional and the def2-TZVPD basis.

Last column: Löwdin charge in e.
Positions of all 54 atoms, in Å:
Sc -0.179 0.329 -0.681  1.12
I -2.348 -2.090 6.043  0.91
C -1.532 -1.081 4.425  -0.75
C -2.030 0.164 4.069  -0.22
C -1.501 0.841 2.973  -0.64
I -2.327 2.654 2.406  0.99
C -0.461 0.278 2.245  -0.41
O 0.037 0.866 1.154  -0.22
C 0.026 -0.990 2.593  -0.16
C 1.060 -1.602 1.695  -0.11
N 0.522 -1.773 0.321  -0.08
C -0.577 -2.748 0.252  -0.11
C -1.940 -2.105 0.284  -0.23
C -3.028 -2.752 0.851  0.01
C -4.270 -2.145 0.810  -0.01
C -4.400 -0.903 0.204  -0.02
C -3.274 -0.316 -0.332  -0.10
N -2.067 -0.904 -0.297  0.04
C -0.507 -1.660 3.681  -0.10
H -2.839 0.606 4.633  0.08
H 1.385 -2.565 2.100  0.13
H 1.934 -0.952 1.615  0.14
H 1.266 -2.109 -0.284  0.11
H -0.511 -3.475 1.067  0.13
H -0.484 -3.308 -0.682  0.15
H -2.888 -3.712 1.327  0.13
H -5.129 -2.628 1.255  0.12
H -5.351 -0.393 0.158  0.12
H -3.313 0.660 -0.799  0.11
H -0.128 -2.640 3.942  0.11
O 4.059 2.365 -2.852  0.12
C 4.674 1.532 -1.981  -0.48
O 5.390 1.950 -1.125  0.16
C 4.397 0.080 -2.185  -0.07
C 5.348 -0.898 -2.343  0.01
N 4.676 -2.063 -2.442  0.02
N 3.359 -1.927 -2.373  0.13
C 3.172 -0.618 -2.228  -0.17
C 1.808 -0.102 -2.026  -0.56
O 1.668 1.037 -1.469  -0.03
O 0.794 -0.801 -2.289  -0.03
H 3.593 1.851 -3.524  0.12
H 6.423 -0.853 -2.380  0.15
H 5.063 -2.984 -2.569  0.17
C -1.996 4.082 -2.248  0.02
C -1.027 3.216 -1.527  -0.41
C 0.130 3.814 -0.812  0.01
O -1.219 1.991 -1.513  -0.05
H -1.515 4.962 -2.670  0.10
H -2.709 4.438 -1.495  0.12
H -2.536 3.516 -3.003  0.10
H -0.054 4.860 -0.575  0.10
H 0.993 3.764 -1.485  0.12
H 0.363 3.243 0.087  0.08

Computed properties:
Relative energy (zero: lowest compared OMol25 entry of this formula, charge and spin) (kJ/mol): 25.4
E_HOMO (eV): -10.692
Charge: +1
Lowest unoccupied orbital energy (Ha): -0.1055
Kohn-Sham gap (Ha): 0.2875


# 6
C44H26ClF9N2O3PRuS as an isolated structure, computed with the ωB97M-V functional and the def2-TZVPD basis.

Last column: Löwdin charge in e.
Positions of all 88 atoms, in Å:
Ru -0.053 -0.389 0.536  1.22
Cl -2.917 -0.639 -5.908  0.64
C -2.600 -0.587 -4.192  -0.67
C -3.370 -1.388 -3.341  -0.11
C -3.100 -1.357 -1.986  -0.02
C -2.094 -0.551 -1.470  -0.39
O -1.859 -0.578 -0.165  -0.24
C -1.320 0.286 -2.327  -0.23
C -0.322 1.167 -1.876  -0.13
N 0.094 1.267 -0.561  -0.15
C 0.844 2.384 -0.209  -0.25
C 1.663 3.064 -1.081  -0.03
C 2.311 4.259 -0.702  -0.07
C 2.149 4.778 0.548  -0.05
C 1.326 4.094 1.482  -0.16
C 1.097 4.577 2.791  -0.01
C 0.296 3.875 3.645  -0.04
C -0.256 2.655 3.192  -0.13
N -0.070 2.176 1.987  0.10
C 0.693 2.892 1.119  -0.19
C -1.607 0.227 -3.717  -0.07
H -4.148 -2.017 -3.742  0.10
H -3.665 -1.968 -1.294  0.12
H 0.110 1.858 -2.587  0.10
H 1.808 2.683 -2.080  0.10
H 2.945 4.762 -1.421  0.11
H 2.640 5.694 0.846  0.11
H 1.568 5.502 3.100  0.12
H 0.091 4.220 4.646  0.11
H -0.864 2.059 3.863  0.10
H -1.030 0.833 -4.401  0.11
O 0.280 -4.187 2.103  0.09
C -0.031 -3.400 1.236  -0.57
O -0.211 -2.137 1.472  -0.26
C -0.300 -3.924 -0.165  -0.12
C -0.866 -5.187 -0.221  -0.01
C -1.171 -5.794 -1.431  -0.04
C -0.863 -5.165 -2.630  -0.06
C -0.246 -3.934 -2.604  -0.10
C 0.023 -3.280 -1.384  -0.55
S 0.739 -1.734 -1.528  0.92
H -1.068 -5.691 0.713  0.12
H -1.639 -6.768 -1.435  0.11
H -1.089 -5.640 -3.573  0.11
H 0.023 -3.431 -3.523  0.10
F 6.509 4.449 3.046  0.15
C 5.462 4.565 2.212  -0.59
F 4.760 5.633 2.633  0.13
F 5.953 4.874 1.007  0.14
C 4.613 3.323 2.194  -0.12
C 4.530 2.528 1.062  0.00
C 3.713 1.414 1.070  -0.07
C 2.984 1.068 2.205  -0.31
C 3.072 1.881 3.332  -0.07
C 3.889 2.998 3.330  -0.01
P 1.839 -0.357 2.070  1.05
C 1.207 -0.609 3.758  -0.34
C 2.078 -0.786 4.837  -0.10
C 1.593 -0.988 6.115  0.01
C 0.218 -1.023 6.327  -0.10
C -0.657 -0.861 5.265  0.01
C -0.159 -0.661 3.986  -0.09
C -0.287 -1.231 7.733  -0.59
F 0.025 -0.193 8.528  0.14
F 0.259 -2.320 8.299  0.15
F -1.613 -1.379 7.791  0.15
C 2.927 -1.796 1.766  -0.31
C 3.239 -2.752 2.728  -0.05
C 4.042 -3.833 2.409  0.01
C 4.541 -3.971 1.121  -0.11
C 4.224 -3.036 0.148  0.01
C 3.411 -1.964 0.471  -0.12
C 5.442 -5.136 0.798  -0.59
F 6.703 -4.915 1.205  0.15
F 5.039 -6.263 1.400  0.15
F 5.498 -5.388 -0.517  0.14
H 5.073 2.796 0.169  0.13
H 3.625 0.829 0.164  0.10
H 2.474 1.679 4.206  0.10
H 3.939 3.630 4.205  0.13
H 3.150 -0.762 4.684  0.12
H 2.276 -1.124 6.941  0.13
H -1.724 -0.903 5.428  0.13
H -0.865 -0.548 3.165  0.09
H 2.814 -2.702 3.719  0.10
H 4.257 -4.582 3.156  0.13
H 4.588 -3.156 -0.862  0.13
H 3.137 -1.264 -0.311  0.05

Computed properties:
<S²>: 8.815
Relative energy (zero: lowest compared OMol25 entry of this formula, charge and spin) (kJ/mol): 69.2
E_HOMO (alpha / beta) (eV): -5.941 / -8.068
Charge: 0
Lowest unoccupied orbital energy (alpha / beta) (Ha): -0.0121 / -0.1004
Multiplicity: 6
Kohn-Sham gap (alpha / beta) (Ha): 0.2063 / 0.1961


Among the records above, which one has the highest relative energy (zero: lowest compared OMol25 entry of this formula, charge and spin)?
C2H5FN2O


The highest relative energy (zero: lowest compared OMol25 entry of this formula, charge and spin) belongs to which entry?
C2H5FN2O


relative energy (zero: lowest compared OMol25 entry of this formula, charge and spin) of number 4 (C15H31N5O3PS)?
141.1 kJ/mol